One molecule with the formula C3H5NO, computed with wB97M-V/def2-TZVPD.

Output
Relative energy (zero: lowest compared OMol25 entry of this formula, charge and spin) (kJ/mol): 157.6
E_LUMO (eV): 0.9
HOMO energy (eV): -9.93
M (g mol⁻¹): 71.079

```
! RIJCOSX wB97M-V def2-TZVPD def2/J DEFGRID3
* xyz 0 1
O 2.33377 -0.63928 -0.38905
N 0.29550 -0.01123 0.65696
C -0.91272 0.62610 0.20265
C 1.50042 0.13286 0.00551
C -0.72398 -0.81371 -0.08041
H 1.70253 1.18131 -0.16236
H -0.89109 1.30355 -0.65090
H -1.13294 -1.59137 0.54572
H -1.58210 0.91564 1.00160
H -0.58940 -1.10388 -1.12973
*
```

---

One molecule with the formula C19H19N3O2S, computed with wB97M-V/def2-TZVPD.

Output
Relative energy (zero: lowest compared OMol25 entry of this formula, charge and spin) (kJ/mol): 32.4
E_LUMO (eV): 0.0
HOMO energy (eV): -8.47
M (g mol⁻¹): 353.447

```
! RIJCOSX wB97M-V def2-TZVPD def2/J DEFGRID3
* xyz 0 1
S 2.80789 -1.17440 1.22159
O 1.12052 3.37644 -3.17165
O -2.00458 -0.37268 1.84848
N 0.22111 -0.75487 1.64706
N 1.35679 -2.08896 3.17860
N -0.93669 2.59258 -3.67873
C -1.10262 3.35976 -4.89028
C -2.14732 -1.96619 4.22074
C 0.82143 2.13046 -0.59042
C 0.23800 0.07705 0.48022
C -0.39989 0.44843 -1.79490
C 0.22292 -2.32023 3.91635
C -0.91782 -3.31698 5.77454
C -1.01230 -0.90988 2.28533
C 0.18448 1.70961 -1.75346
C 0.24714 -3.10966 5.06531
C -0.98080 -1.74514 3.49074
C -1.24250 2.45818 -6.11773
C -0.13194 0.73683 -7.59356
C 0.01601 1.63055 -6.36884
C 0.18978 2.63382 -2.93113
C 1.39438 -1.33425 2.04703
C 0.83869 1.32557 0.53115
C -0.37139 -0.36981 -0.68084
C -2.11645 -2.74757 5.35624
H 1.17820 -3.55094 5.38806
H 0.77377 0.15748 -7.75435
H -2.09882 1.79159 -5.98137
H -0.85666 0.08121 -2.70269
H -3.01908 -2.91843 5.92134
H -0.96298 0.04569 -7.46669
H 0.22800 1.01481 -5.49206
H -3.05970 -1.50963 3.86941
H -0.21371 3.98819 -4.98010
H 2.23460 -2.50894 3.45586
H -1.98547 4.00210 -4.79580
H 1.32145 1.65438 1.43886
H 1.29572 3.09967 -0.58171
H -0.82153 -1.35056 -0.70717
H -1.68852 1.97752 -3.41239
H -0.31889 1.33519 -8.48267
H 0.86405 2.30362 -6.50639
H -1.44591 3.08602 -6.98709
H -0.89628 -3.92840 6.66388
*
```

---

A 2-piece molecular cluster, C6H12O overall, computed with wB97M-V/def2-TZVPD.

Output
Relative energy (zero: lowest compared OMol25 entry of this formula, charge and spin) (kJ/mol): 336.2
E_LUMO (eV): 0.6
HOMO energy (eV): -8.38
M (g mol⁻¹): 100.161

```
! RIJCOSX wB97M-V def2-TZVPD def2/J DEFGRID3
* xyz 0 1
O 0.13380 1.95238 -2.42693
C -2.49889 -1.56124 0.41608
C 1.91421 -0.51938 0.10019
C 0.66071 1.61828 0.71975
C -0.31705 -0.68165 1.31328
C 0.79306 0.28254 0.77660
C -1.27504 -1.05350 0.17274
H 2.73616 0.09175 -0.24857
H -3.04680 -1.54570 -0.57700
H -3.00190 -1.60742 1.44388
H -0.73491 -0.13054 2.28451
H -0.73969 -1.00171 -0.88099
H 0.94242 2.11349 -0.20084
H 0.51344 2.48295 -3.11184
H -0.08623 1.14448 -2.94393
H 1.40987 -0.99525 -0.74333
H 2.26407 -1.26354 0.67064
H 0.10263 2.19098 1.49460
H 0.23015 -1.51690 1.74117
*
```

---

An isolated ion of composition C4H8N and charge +1, computed with wB97M-V/def2-TZVPD.

Output
Relative energy (zero: lowest compared OMol25 entry of this formula, charge and spin) (kJ/mol): 168.7
E_LUMO (eV): -4.9
HOMO energy (eV): -16.89
M (g mol⁻¹): 70.115

```
! RIJCOSX wB97M-V def2-TZVPD def2/J DEFGRID3
* xyz 1 1
N -0.28008 -0.32422 -0.21490
C 1.22705 1.12828 1.41720
C -0.86908 -1.33265 -1.02222
C 0.63670 -0.13890 0.66809
C -1.12352 0.10206 -1.25875
H -0.40736 -1.93014 -1.76635
H -2.22001 0.51014 -1.05426
H -1.88810 -1.81964 -0.73422
H 1.13775 2.10301 1.00976
H -0.57684 0.55739 -2.07644
H 1.34991 -0.93909 1.01859
H 0.73115 1.21860 2.40414
H 2.28243 0.86516 1.60936
*
```

---

A 2-piece molecular cluster, C3H7NOP overall, computed with wB97M-V/def2-TZVPD.

Output
Relative energy (zero: lowest compared OMol25 entry of this formula, charge and spin) (kJ/mol): 451.0
E_LUMO (spin up / spin down) (eV): 4.3 / 4.3
HOMO energy (spin up / spin down) (eV): -2.13 / -2.13
M (g mol⁻¹): 104.069

```
! RIJCOSX wB97M-V def2-TZVPD def2/J DEFGRID3
* xyz -1 1
P -0.52565 -0.87802 -0.23959
O 3.09491 0.86050 -1.68989
N 2.20534 0.04617 -1.99102
C 0.40771 0.58700 -0.54745
C 0.53257 0.19172 0.87389
C -2.13254 -0.42480 0.62158
H 2.22764 -0.84650 -1.56899
H -2.83198 -0.62487 -0.18038
H -2.26133 0.44453 1.29488
H 1.51977 -0.39671 1.32321
H -2.36496 -1.18282 1.29372
H 0.15056 0.72963 1.68164
H -0.02205 1.49417 -0.87160
*
```

---

An isolated ion of composition C4H10NS2 and charge +1, computed with wB97M-V/def2-TZVPD.

Output
Relative energy (zero: lowest compared OMol25 entry of this formula, charge and spin) (kJ/mol): 212.0
E_LUMO (spin up / spin down) (eV): -3.3 / -7.0
HOMO energy (spin up / spin down) (eV): -9.10 / -13.71
M (g mol⁻¹): 136.265

```
! RIJCOSX wB97M-V def2-TZVPD def2/J DEFGRID3
* xyz 1 3
S -2.07698 -0.54499 1.04964
S 0.84496 -0.78603 -2.19590
N 0.23512 0.54683 0.05465
C 0.52990 1.23510 1.33200
C -0.81548 -1.12661 -1.25341
C 1.43426 0.32076 -0.80546
C -0.44942 -0.68242 0.15487
H 1.40174 0.89698 1.85660
H 1.72282 1.35884 -1.08772
H -1.81250 -0.60529 -1.58959
H 2.33180 -0.06131 -0.14488
H -0.48817 1.12641 -0.47768
H -2.69288 -1.63208 0.44717
H 0.25688 -1.35417 0.75757
H 0.72404 2.27982 1.14549
H -0.95902 -2.16225 -1.41250
H -0.18706 1.19040 2.16915
*
```

---

One molecule with the formula C10H17NO3S, computed with wB97M-V/def2-TZVPD.

Output
Relative energy (zero: lowest compared OMol25 entry of this formula, charge and spin) (kJ/mol): 478.8
E_LUMO (eV): 0.3
HOMO energy (eV): -7.92
M (g mol⁻¹): 231.317

```
! RIJCOSX wB97M-V def2-TZVPD def2/J DEFGRID3
* xyz 0 1
S 0.00046 -2.62975 2.37399
O -0.09976 -4.09398 2.19221
O -1.53792 -2.28087 2.72676
O 0.92701 -2.05462 3.30883
N -1.04132 2.39231 -2.29643
C -0.03162 0.48684 1.66816
C 0.05631 -0.55019 0.62276
C 0.05990 1.79968 1.28428
C 1.18646 3.31216 -0.50751
C 2.04777 2.54670 -1.64193
C 0.12537 2.27830 -0.13006
C -1.33270 -3.13851 -0.67203
C 0.23498 -2.72768 -0.44143
C 0.23501 -1.88265 0.71729
C -0.82997 1.89735 -0.98738
H -1.57420 -3.61445 0.22933
H 0.96519 4.38137 -0.74781
H -1.64828 -3.89285 -1.46352
H -1.98017 -3.13430 2.89753
H 0.18922 -0.10221 -0.35279
H 0.72670 -3.61242 -0.22459
H -0.11881 0.16432 2.67015
H 1.59454 2.29464 -2.55994
H -1.85022 1.92744 -2.68696
H -1.84820 -2.23812 -0.80639
H 3.09753 2.86228 -1.84831
H -0.47569 3.11638 -2.73602
H -0.11846 2.47390 2.12048
H -1.63320 1.26867 -0.56244
H 2.31650 1.59423 -1.11982
H 0.48831 -2.12216 -1.28987
H 1.86926 3.27816 0.26345
*
```

---

C5H6O as an isolated structure, computed with wB97M-V/def2-TZVPD.

Output
Relative energy (zero: lowest compared OMol25 entry of this formula, charge and spin) (kJ/mol): 552.9
E_LUMO (eV): 0.7
HOMO energy (eV): -9.26
M (g mol⁻¹): 82.102

```
! RIJCOSX wB97M-V def2-TZVPD def2/J DEFGRID3
* xyz 0 1
O 1.43309 0.76620 -0.08315
C -0.36728 2.51905 0.67645
C -0.79996 0.78131 -0.04216
C 0.36452 -0.10963 -0.55400
C 0.48442 1.63409 0.39821
C 0.38265 -1.45543 0.20838
H -1.39604 1.06962 -0.92702
H -1.35094 0.29649 0.81815
H 0.43492 -0.19847 -1.72003
H 1.00698 -2.26744 -0.26717
H 0.61163 -1.30852 1.28780
H -0.80399 -1.72726 0.20456
*
```

---

A 11-piece molecular cluster, H22O11 overall, computed with wB97M-V/def2-TZVPD.

Output
Relative energy (zero: lowest compared OMol25 entry of this formula, charge and spin) (kJ/mol): 336.0
E_LUMO (spin up / spin down) (eV): 2.9 / 2.6
HOMO energy (spin up / spin down) (eV): -0.04 / -8.11
M (g mol⁻¹): 198.165

```
! RIJCOSX wB97M-V def2-TZVPD def2/J DEFGRID3
* xyz -1 2
O -2.72821 -1.26162 3.39437
O 2.05021 4.47620 -0.05836
O -3.35071 2.63076 0.05471
O -1.70205 1.86322 3.08885
O 2.76712 -1.46456 -3.23273
O 0.06339 1.49420 -2.29037
O -4.50010 -0.00473 -0.32906
O 4.01420 -2.38889 -0.72201
O 1.80005 -3.83908 1.09337
O 1.02512 -2.87063 -1.27609
O 1.53381 0.90713 1.08282
H 1.66316 -2.01145 -1.30524
H -4.15744 1.96683 -0.15634
H 2.61203 -0.88571 -2.50442
H -0.64576 2.13036 -2.81296
H 1.68754 -3.90547 0.09184
H 0.76708 -2.97002 -2.24533
H -2.06948 -0.55358 2.98558
H 3.21393 -0.99713 -3.85677
H -5.36143 -0.37970 -0.38824
H -1.16468 2.19398 2.32461
H 1.30985 0.71370 0.15901
H -2.00305 -1.72838 3.83552
H -2.26449 2.72191 3.16275
H -3.91834 -0.80421 -0.20346
H -3.36445 3.43298 -0.56341
H 0.76901 1.33351 1.47770
H -0.45302 1.49611 -1.55825
H 0.88288 -4.15768 1.29366
H 1.52525 3.78022 0.43103
H 3.24718 -2.75043 -1.04868
H 2.91835 4.10154 -0.10735
H 3.83308 -2.26939 0.18326
*
```

---

A 15-piece molecular cluster, C4H38N2O14 overall, computed with wB97M-V/def2-TZVPD.

Output
Relative energy (zero: lowest compared OMol25 entry of this formula, charge and spin) (kJ/mol): 137.5
E_LUMO (eV): 0.2
HOMO energy (eV): -9.74
M (g mol⁻¹): 338.348

```
! RIJCOSX wB97M-V def2-TZVPD def2/J DEFGRID3
* xyz 0 1
O -3.92857 -0.52526 -1.54331
O -3.32448 0.02275 1.23175
O 0.05578 -0.64483 -4.26129
O -2.26568 1.51503 -2.35711
O -0.00672 3.85656 0.72734
O -1.21957 -0.35866 -0.68195
O 3.97332 0.77744 -0.22591
O 1.86452 2.28842 -1.05426
O 0.13526 -2.55742 -2.18616
O 2.53911 0.73240 -3.33935
O 3.33712 -1.85227 -1.25141
O -1.83741 1.82421 2.68362
O 0.95758 2.78856 3.45689
O -2.45065 2.90005 0.07994
N 0.26793 -1.14059 2.62014
N 1.25444 -0.42460 0.65328
C -0.63964 -3.37038 1.64071
C 1.37891 -1.02180 1.76376
C 0.48913 -4.31861 1.19631
C -0.20312 -2.49868 2.82878
H 1.06429 -4.62372 2.07474
H -2.22644 1.50347 -3.32248
H -0.62557 -2.76810 -1.62772
H 4.67590 1.40474 -0.01198
H -0.25823 -0.38592 -0.50603
H -1.86725 2.49100 3.36988
H -3.46412 0.63533 1.96901
H -0.94132 -2.50002 3.64680
H -3.04316 2.94390 -0.67260
H 0.66184 -1.16110 -4.78328
H 2.07784 -0.19737 0.11257
H -2.39251 -0.08819 1.07409
H 2.15578 1.90646 -1.92572
H -4.08989 -0.07611 -0.69948
H 2.29695 -1.32519 2.26579
H -0.73424 -2.67105 0.80234
H 2.88099 -0.02332 -2.82200
H 4.03836 -2.50363 -1.37361
H 0.49126 1.94080 3.44832
H -2.93370 0.78770 -2.18500
H 3.74000 -1.03737 -0.93195
H 1.57380 0.69529 -3.31612
H -1.23733 0.36739 -1.33125
H 0.50799 -3.07842 3.45031
H -3.09094 -0.97461 -1.32484
H -0.49508 -0.50906 2.41072
H -2.26636 1.94976 0.21589
H 1.13205 -3.88674 0.42955
H -0.78564 4.39841 0.72634
H -1.59286 -3.83313 1.85035
H 0.03379 -1.20867 -3.45468
H 3.14944 1.27938 -0.36361
H 1.55987 3.18280 -1.22192
H 0.17168 -5.26144 0.74702
H 0.62897 -2.09382 -1.51530
H 1.39380 2.82783 2.59648
H -1.35733 2.27666 1.98408
H -0.24936 3.09523 0.20545
*
```

---

An isolated ion of composition C28H41N2O5 and charge +1, computed with wB97M-V/def2-TZVPD.

Output
Relative energy (zero: lowest compared OMol25 entry of this formula, charge and spin) (kJ/mol): 0.0
E_LUMO (eV): -2.0
HOMO energy (eV): -10.34
M (g mol⁻¹): 485.645

```
! RIJCOSX wB97M-V def2-TZVPD def2/J DEFGRID3
* xyz 1 1
O 2.30427 -4.48051 0.71709
O -0.24021 -4.07102 0.81313
O -4.52962 -1.64148 -0.50591
O -3.31786 -0.17085 -2.65066
O -3.84602 -1.25758 1.89235
N 3.51252 1.31806 -0.42583
N 1.23309 2.40224 -1.32344
C -0.06839 -2.07952 -0.56587
C -1.50151 1.07985 0.30119
C -0.36865 2.03703 0.65644
C -3.56445 -0.70221 -0.35252
C 1.86712 -3.38947 0.04730
C -2.76642 0.62138 -3.67429
C 2.93043 0.74937 0.81809
C 0.44626 2.27046 -0.49557
C -2.92470 0.03664 -1.35941
C -0.97929 3.37770 1.17116
C 3.00359 -0.48100 -2.11629
C 0.46549 -3.16760 0.10119
C 3.65948 -4.84537 0.61757
C 0.57686 1.36694 1.70611
C -1.86727 4.00690 0.09926
C 2.11868 -1.41021 -1.32363
C -2.14385 0.37171 1.30659
C 4.53586 2.33359 -0.13602
C -3.16553 -0.50858 0.98848
C 2.07379 1.72798 1.64167
C -1.64978 -4.00984 0.78195
C 4.07060 0.25487 -1.30350
C -3.57384 -1.08994 3.26288
C 0.75373 -1.20938 -1.27060
C -5.31929 -1.70013 -1.67572
C -1.90752 0.92454 -1.01343
C 0.07636 4.38686 1.61675
C 2.66726 -2.51398 -0.66369
H 4.84648 2.82373 -1.05645
H -2.02978 -3.09558 1.24473
H 4.63369 -0.44409 -0.68144
H 3.95544 -5.01537 -0.42224
H -1.85939 0.51088 2.33522
H 2.19137 2.74315 1.26694
H -2.94466 1.68746 -3.50338
H -6.11570 -2.40466 -1.43955
H 0.73902 4.64679 0.79236
H 0.66566 4.02023 2.45311
H 0.30854 -0.37549 -1.78991
H -4.75007 -2.06521 -2.53251
H -1.28361 4.26110 -0.78437
H 2.45346 1.72391 2.66415
H 4.31525 -4.09144 1.06688
H 2.71246 1.78076 -0.94951
H 0.20004 1.63957 2.69174
H -3.28002 0.31418 -4.58352
H -1.13019 -1.89918 -0.55555
H -1.42421 1.49953 -1.78714
H -2.03157 -4.07877 -0.24021
H 4.14703 3.08982 0.54099
H -1.60430 3.11881 2.03169
H -1.69293 0.44038 -3.79217
H 3.72866 -2.69311 -0.73677
H 0.47515 0.28492 1.60429
H 2.32649 -0.11172 0.52351
H 3.75293 -5.77584 1.17386
H -3.75828 -0.06142 3.58848
H -2.54524 -1.37441 3.51066
H -4.26200 -1.75712 3.77811
H -1.99081 -4.87055 1.35332
H -2.66850 3.33279 -0.19175
H 3.53124 -1.06414 -2.87486
H -2.31541 4.91945 0.48313
H -5.75398 -0.72808 -1.91659
H 4.76306 0.73298 -1.99871
H -0.41979 5.29820 1.94093
H 2.38479 0.25043 -2.63891
H 3.76591 0.38635 1.42130
H 5.40259 1.86329 0.32732
*
```

---

A 4-piece molecular cluster, C5H14O3 overall, computed with wB97M-V/def2-TZVPD.

Output
Relative energy (zero: lowest compared OMol25 entry of this formula, charge and spin) (kJ/mol): 270.0
E_LUMO (eV): 0.3
HOMO energy (eV): -9.05
M (g mol⁻¹): 122.164

```
! RIJCOSX wB97M-V def2-TZVPD def2/J DEFGRID3
* xyz 0 1
O -0.53638 -2.85683 2.17180
O -0.64315 -2.09315 -3.56292
O -2.60284 -0.76012 1.81810
C 1.65309 1.50700 -0.42155
C 0.26113 3.43074 -0.58300
C 1.26651 0.63092 0.50261
C 1.41113 2.99367 -0.07281
C 0.83619 -0.67659 0.04307
H -0.99453 -1.70446 -4.38683
H 1.04242 -1.02486 -0.92572
H 1.26990 -1.41367 0.71440
H -2.24700 -0.65275 2.72981
H -0.22843 -0.85237 0.16136
H -1.01424 -2.42977 1.33568
H -0.23989 4.34282 -0.26286
H 2.21120 3.41423 0.52861
H 1.75778 1.13586 -1.37946
H 1.06263 0.82336 1.48391
H -0.41926 2.65778 -0.93816
H -1.26790 -3.59529 2.40718
H -1.97641 -0.57478 1.17902
H -1.26565 -1.75972 -2.87269
*
```

---

| no. | electronic energy (eV) |
| --- | --- |
| 1 | -6727.9388 |
| 2 | -39413.9937 |
| 3 | -8460.8693 |
| 4 | -5758.1155 |
| 5 | -16045.5594 |
| 6 | -27458.0893 |
| 7 | -29110.0596 |
| 8 | -7323.5543 |
| 9 | -22877.2828 |
| 10 | -36410.9656 |
| 11 | -42911.4683 |
| 12 | -11551.3254 |